One molecule with the formula C3H7N5 in a non-equilibrium geometry, computed with ωB97M-V/def2-TZVPD.

Its multiplicity is 1. For the energy above the lowest of the compared OMol25 structures with the same formula, charge and spin, the calculation gives 2.1071 eV. The HOMO-LUMO gap is 8.66 eV. The calculated total energy is -392.22161 Eh. As for the net charge: 0. The calculation puts the HOMO energy at -8.1 eV.

Cartesian coordinates (Å):
H  -2.73  0.99  0.10
N  -1.95  1.66  0.08
C  -0.90  0.95  -0.03
C  0.50  1.40  -0.03
C  1.23  0.24  0.05
N  2.57  -0.02  0.24
N  0.38  -0.92  0.05
N  -0.89  -0.41  -0.33
N  -1.91  -1.21  0.16
H  0.85  2.44  0.00
H  3.05  0.79  -0.20
H  2.92  -0.84  -0.31
H  0.70  -1.59  -0.64
H  -1.85  -1.37  1.19
H  -1.98  -2.11  -0.33

Atom-resolved charges from Mulliken, all expressed in e:
1 H 0.3065
2 N -0.7345
3 C 0.3963
4 C -0.6082
5 C 0.3306
6 N -0.5560
7 N -0.4841
8 N 0.2569
9 N -0.6304
10 H 0.3549
11 H 0.2981
12 H 0.2910
13 H 0.2862
14 H 0.2306
15 H 0.2621

---

C15H24NNiO7PSTe4 as an isolated structure in a non-equilibrium geometry, computed with ωB97M-V/def2-TZVPD.

Its multiplicity is 3. For the energy above the lowest of the compared OMol25 structures with the same formula, charge and spin, the calculation gives 0.9668 eV. The HOMO-LUMO gap (spin up / spin down) is 5.28 / 4.83 eV. The calculated total energy is -4487.43543 Eh. As for the net charge: -2. The calculation puts the HOMO energy (spin up / spin down) at -1.4 / -1.3 eV. As for the expectation value of S²: 2.033.

Cartesian coordinates (Å):
Ni  -0.65  -1.33  0.93
Te  0.94  -2.52  2.36
Te  3.18  -3.71  2.97
Te  2.78  -4.25  -1.43
Te  0.79  -2.74  -0.42
C  -2.84  -1.73  -4.96
C  -2.81  -1.61  -3.46
C  -3.38  -2.59  -2.65
C  -3.37  -2.47  -1.27
C  -2.78  -1.35  -0.69
C  -2.19  -0.37  -1.47
C  -2.21  -0.52  -2.85
S  -2.99  -1.39  1.16
O  -4.43  -1.34  1.32
O  -2.34  -2.68  1.47
N  -2.17  -0.30  1.96
C  -2.79  1.05  1.91
C  -2.06  2.18  1.13
O  -2.51  3.32  1.32
O  -1.13  1.85  0.34
H  -3.50  -2.54  -5.28
H  -1.85  -1.94  -5.36
H  -3.19  -0.81  -5.42
H  -3.84  -3.46  -3.11
H  -3.80  -3.24  -0.65
H  -1.74  0.50  -1.01
H  -1.73  0.24  -3.46
H  -2.94  1.40  2.94
H  -3.78  1.00  1.46
C  4.59  0.38  0.59
C  3.37  -0.44  0.22
O  2.31  -0.12  1.10
P  0.78  0.44  0.74
O  1.18  1.14  -0.66
C  1.63  2.49  -0.72
C  2.42  2.66  -2.00
O  0.92  1.59  1.89
C  0.70  1.28  3.26
C  2.00  1.41  4.03
H  5.46  0.05  0.01
H  4.82  0.23  1.65
H  4.43  1.44  0.41
H  3.59  -1.51  0.32
H  3.07  -0.26  -0.82
H  2.25  2.72  0.16
H  0.75  3.14  -0.69
H  3.30  2.00  -2.00
H  2.76  3.69  -2.09
H  1.81  2.41  -2.86
H  0.29  0.28  3.37
H  -0.06  1.98  3.63
H  2.68  0.61  3.74
H  1.81  1.35  5.10
H  2.47  2.37  3.80

Atom-resolved charges from Mulliken, all expressed in e:
1 Ni -0.0847
2 Te -0.0022
3 Te -0.4185
4 Te -0.4797
5 Te -0.3757
6 C -1.4166
7 C 1.1259
8 C -0.8649
9 C -1.2502
10 C 0.5378
11 C 0.4189
12 C -1.1211
13 S 1.3644
14 O -0.7780
15 O -0.6948
16 N -0.1024
17 C -0.7168
18 C 0.3282
19 O -0.8524
20 O -0.4449
21 H 0.3512
22 H 0.2832
23 H 0.3382
24 H 0.2572
25 H 0.3752
26 H 0.5747
27 H 0.3888
28 H 0.3550
29 H 0.3330
30 C -1.4623
31 C -0.0204
32 O -0.0416
33 P 1.1134
34 O -0.0965
35 C -0.1157
36 C -1.3895
37 O -0.4115
38 C -0.0781
39 C -1.3415
40 H 0.3981
41 H 0.3127
42 H 0.2832
43 H 0.2161
44 H 0.3057
45 H 0.1910
46 H 0.3844
47 H 0.2775
48 H 0.4054
49 H 0.2860
50 H 0.0544
51 H 0.3814
52 H 0.2069
53 H 0.4158
54 H 0.2964

---

One molecule with the formula C10H11NO2 in a non-equilibrium geometry, computed with ωB97M-V/def2-TZVPD.

Its multiplicity is 1. For the energy above the lowest of the compared OMol25 structures with the same formula, charge and spin, the calculation gives 3.8235 eV. The HOMO-LUMO gap is 9.50 eV. The calculated total energy is -592.78375 Eh. As for the net charge: 0. The calculation puts the HOMO energy at -8.8 eV.

Cartesian coordinates (Å):
O  -1.05  -1.20  -1.86
C  -0.43  -0.02  -1.58
C  -0.82  1.22  -2.24
C  0.13  1.79  -2.92
O  1.22  1.06  -3.15
C  1.31  0.03  -2.23
N  2.15  0.22  -1.12
C  1.44  0.18  -0.05
C  1.98  0.27  1.33
C  1.22  -0.11  2.36
C  -0.26  -0.52  2.30
C  -0.70  -0.85  0.86
C  -0.15  0.12  -0.09
H  -0.49  -1.97  -1.67
H  -1.78  1.73  -1.91
H  0.13  2.69  -3.59
H  1.62  -0.87  -2.57
H  3.04  0.56  1.51
H  1.64  -0.09  3.38
H  -0.45  -1.24  3.08
H  -0.78  0.35  2.61
H  -0.23  -1.79  0.55
H  -1.80  -0.83  0.91
H  -0.54  1.08  0.20

Atom-resolved charges from Mulliken, all expressed in e:
1 O -0.6468
2 C 0.6658
3 C -0.9542
4 C -0.1525
5 O -0.3987
6 C -0.0857
7 N -0.7661
8 C 0.6455
9 C -0.4965
10 C -0.3237
11 C -0.8780
12 C -0.7695
13 C 0.1068
14 H 0.4049
15 H 0.3097
16 H 0.3761
17 H 0.4681
18 H 0.3416
19 H 0.3227
20 H 0.4677
21 H 0.3486
22 H 0.3708
23 H 0.2475
24 H 0.3959

---

C32H41AsN4ORuS as an isolated structure in a non-equilibrium geometry, computed with ωB97M-V/def2-TZVPD.

Its multiplicity is 6. For the energy above the lowest of the compared OMol25 structures with the same formula, charge and spin, the calculation gives 1.1376 eV. The HOMO-LUMO gap (spin up / spin down) is 6.55 / 3.37 eV. The calculated total energy is -4266.09692 Eh. As for the net charge: +3. The calculation puts the HOMO energy (spin up / spin down) at -15.4 / -15.4 eV. As for the expectation value of S²: 8.795.

Cartesian coordinates (Å):
Ru  -0.08  0.66  -0.12
N  -2.06  -0.62  -0.49
C  -3.22  -0.21  0.33
C  -2.76  0.37  1.66
N  -1.87  1.54  1.50
C  -1.18  1.87  2.76
C  0.04  1.00  2.97
N  1.01  1.31  1.90
C  -2.59  2.71  0.98
C  -1.72  3.44  -0.03
N  -1.37  2.49  -1.11
H  -2.34  -0.74  -1.46
H  -1.72  -1.52  -0.16
H  -3.87  -1.05  0.55
H  -3.81  0.52  -0.23
H  -2.21  -0.40  2.20
H  -3.64  0.64  2.25
H  -1.86  1.78  3.61
H  -0.86  2.91  2.71
H  -0.21  -0.06  2.88
H  0.45  1.18  3.97
H  1.87  0.79  2.06
H  1.24  2.29  1.91
H  -2.88  3.39  1.79
H  -3.50  2.39  0.48
H  -0.79  3.78  0.43
H  -2.25  4.32  -0.41
H  -0.91  2.99  -1.86
H  -2.23  2.10  -1.50
C  5.53  -1.04  -4.52
C  5.69  0.03  -3.66
C  4.67  0.38  -2.79
C  3.49  -0.34  -2.81
C  3.32  -1.43  -3.66
C  4.35  -1.76  -4.53
As  1.93  0.20  -1.73
C  0.93  1.01  -3.22
C  0.17  0.35  -4.15
C  -0.29  1.05  -5.28
C  0.01  2.41  -5.46
C  0.77  3.08  -4.53
C  1.24  2.40  -3.39
C  2.03  2.97  -2.35
C  2.45  4.32  -2.29
C  3.25  4.75  -1.25
C  3.65  3.85  -0.27
C  3.26  2.50  -0.31
C  2.44  2.06  -1.33
H  6.34  -1.32  -5.18
H  6.61  0.61  -3.67
H  4.81  1.22  -2.11
H  2.40  -2.00  -3.66
H  4.22  -2.59  -5.22
H  -0.05  -0.70  -4.05
H  -0.88  0.53  -6.03
H  -0.36  2.94  -6.33
H  1.02  4.12  -4.69
H  2.17  5.02  -3.07
H  3.57  5.78  -1.21
H  4.30  4.19  0.53
H  3.63  1.80  0.43
C  -3.89  -5.74  5.10
C  -2.94  -5.06  4.17
C  -2.64  -3.70  4.33
C  -1.78  -3.05  3.47
C  -1.19  -3.75  2.43
C  -1.48  -5.10  2.24
C  -2.34  -5.74  3.11
S  0.03  -3.06  1.31
C  1.47  -3.44  2.33
O  -0.11  -1.55  1.35
H  -4.19  -5.10  5.92
H  -3.46  -6.66  5.50
H  -4.79  -6.06  4.56
H  -3.10  -3.15  5.14
H  -1.55  -2.00  3.62
H  -1.02  -5.65  1.43
H  -2.57  -6.79  2.97
H  1.31  -3.04  3.33
H  2.35  -3.00  1.86
H  1.57  -4.53  2.36

Atom-resolved charges from Mulliken, all expressed in e:
1 Ru 0.5980
2 N -0.3200
3 C -0.8859
4 C 0.0950
5 N 1.0970
6 C -1.2195
7 C -0.4459
8 N -0.5039
9 C -1.1258
10 C -0.6451
11 N -0.3190
12 H 0.2517
13 H 0.0209
14 H 0.5604
15 H 0.3618
16 H -0.4963
17 H 0.3489
18 H 0.3397
19 H 0.4929
20 H -0.0775
21 H 0.5145
22 H 0.2708
23 H 0.2393
24 H 0.4148
25 H 0.3218
26 H 0.3021
27 H 0.5317
28 H 0.2581
29 H 0.2203
30 C -0.5490
31 C -0.7124
32 C -0.2072
33 C 0.7086
34 C -0.4573
35 C -0.7198
36 As 0.4656
37 C 1.0401
38 C -0.7049
39 C -0.5731
40 C -0.8193
41 C -0.7496
42 C -0.0938
43 C 1.2663
44 C -0.7552
45 C -0.9503
46 C -0.6889
47 C -1.1464
48 C 0.9635
49 H 0.4230
50 H 0.4326
51 H 0.3877
52 H 0.4162
53 H 0.4286
54 H 0.5850
55 H 0.4925
56 H 0.4764
57 H 0.4649
58 H 0.4824
59 H 0.4815
60 H 0.5364
61 H 0.6223
62 C -1.4905
63 C 0.8445
64 C -0.8992
65 C -0.1967
66 C 0.7406
67 C -0.6084
68 C -0.6956
69 S 0.0866
70 C -1.0064
71 O -0.1396
72 H 0.3775
73 H 0.3763
74 H 0.3407
75 H 0.3686
76 H 0.0864
77 H 0.4839
78 H 0.4399
79 H 0.3423
80 H 0.3664
81 H 0.4350

---

A 6-piece molecular cluster, C12H36O6 overall in a non-equilibrium geometry, computed with ωB97M-V/def2-TZVPD.

Its multiplicity is 2. For the energy above the lowest of the compared OMol25 structures with the same formula, charge and spin, the calculation gives 0.0000 eV. The HOMO-LUMO gap (spin up / spin down) is 10.13 / 3.81 eV. The calculated total energy is -929.87574 Eh. As for the net charge: +1. The calculation puts the HOMO energy (spin up / spin down) at -12.6 / -12.6 eV. As for the expectation value of S²: 0.754.

Cartesian coordinates (Å):
O  2.15  1.94  2.05
H  3.05  2.22  1.90
H  1.63  2.74  2.00
O  0.17  0.23  1.46
H  0.60  -0.53  1.08
H  0.88  0.84  1.66
C  -2.69  -0.99  3.51
C  -2.62  0.57  3.71
C  -1.45  1.10  4.53
O  -2.49  1.03  2.35
H  -3.10  -1.49  4.38
H  -1.67  -1.37  3.42
H  -3.31  -1.31  2.67
H  -3.54  1.02  4.08
H  -1.51  2.18  4.68
H  -0.50  0.92  4.05
H  -1.46  0.72  5.55
H  -1.63  0.75  2.03
C  -0.35  -2.40  -2.19
C  0.60  -2.90  -1.15
C  1.96  -3.47  -1.61
O  0.93  -1.95  -0.17
H  -0.18  -1.37  -2.51
H  -1.41  -2.55  -1.96
H  -0.42  -3.06  -3.06
H  0.17  -3.78  -0.66
H  2.63  -2.69  -1.95
H  1.79  -4.25  -2.36
H  2.48  -3.95  -0.78
H  1.32  -1.19  -0.61
C  4.44  0.46  -1.65
C  3.06  0.89  -2.06
C  2.66  0.22  -3.39
O  2.20  0.54  -1.07
H  5.09  0.62  -2.51
H  4.53  -0.61  -1.44
H  4.86  1.02  -0.82
H  2.90  1.96  -2.21
H  1.58  0.31  -3.50
H  2.99  -0.81  -3.46
H  3.08  0.82  -4.20
H  2.40  1.06  -0.29
C  -2.06  2.64  -0.95
C  -3.09  1.48  -1.06
C  -2.57  0.01  -0.95
O  -4.04  1.68  0.03
H  -1.56  2.38  -0.02
H  -2.60  3.57  -0.78
H  -1.39  2.73  -1.80
H  -3.63  1.58  -2.01
H  -3.43  -0.66  -1.08
H  -2.18  -0.31  0.01
H  -1.78  -0.10  -1.70
H  -3.51  1.49  0.81

Atom-resolved charges from Mulliken, all expressed in e:
1 O -0.6466
2 H 0.2759
3 H 0.3066
4 O -0.3652
5 H 0.3512
6 H 0.1970
7 C -1.1444
8 C 0.3483
9 C -1.2074
10 O -0.4290
11 H 0.3965
12 H 0.2744
13 H 0.3063
14 H 0.3454
15 H 0.3558
16 H 0.2364
17 H 0.3755
18 H 0.0265
19 C -1.0642
20 C 0.3988
21 C -1.1455
22 O -0.6336
23 H 0.0579
24 H 0.2629
25 H 0.4769
26 H 0.3900
27 H 0.1282
28 H 0.3827
29 H 0.3437
30 H 0.3890
31 C -1.3256
32 C 0.5027
33 C -1.3252
34 O -0.3979
35 H 0.4228
36 H 0.2648
37 H 0.3741
38 H 0.2751
39 H 0.2875
40 H 0.2571
41 H 0.4694
42 H 0.1265
43 C -0.8772
44 C 0.0738
45 C -0.6433
46 O -0.1531
47 H 0.1422
48 H 0.3692
49 H 0.3747
50 H 0.4179
51 H 0.3872
52 H 0.2832
53 H 0.0397
54 H 0.6642